ORCA calculation (the ωB97M-V functional and the def2-TZVPD basis) on a structure of composition C34H57AsBHgN6S4.

Output
LUMO energy (spin up / spin down): -0.47 / -0.67 eV
Multiplicity: 2
Net charge: 0
E_HOMO (spin up / spin down): -5.7947 / -7.5965 eV

Last column: Mulliken charge in e.
Atoms and positions in Å:
Hg -2.100415 0.962968 1.398539  0.98
As -5.640629 1.246309 0.828502  0.33
S -2.462896 -0.610444 -0.722114  -0.36
S -0.175737 -0.807068 2.640156  -0.34
S 0.244276 2.566320 0.798469  -0.38
S -3.142617 1.879968 3.405958  -0.44
N 0.895586 0.720197 -2.315545  -0.53
N -0.030982 0.154126 -1.504563  0.73
N 0.339481 -2.568397 -0.801783  -0.40
N 0.212612 -1.684769 0.195787  0.95
N 1.679537 0.390185 0.320912  0.79
N 2.780825 -0.357681 0.202203  -0.58
C 2.561099 0.256562 -4.746393  -1.50
C -0.355901 -3.393550 1.747812  0.03
C -0.238838 -4.283777 0.719820  -0.31
C -7.068198 1.035765 -0.520277  -1.23
C -0.788163 -3.808310 3.114594  -1.75
C 0.419821 -4.755179 -1.749155  2.24
C -6.469955 2.747973 1.783121  -1.05
C -0.084591 -2.020213 1.474459  1.07
C 1.921517 -4.655219 -2.072090  -1.62
C 2.850372 3.379732 2.229810  -1.73
C 2.589417 2.504343 -3.645051  -1.52
C -6.262261 -0.151714 2.060902  -1.04
C 4.862919 -2.206511 0.818949  -1.56
C -1.542811 5.229329 5.209718  -1.55
C 0.148900 -3.831082 -0.567539  -0.34
C 5.329178 -0.780521 -1.178940  -1.51
C -0.387347 -4.283405 -2.964786  -1.55
C 0.565404 1.027364 -3.537057  -0.22
C 3.915831 0.096910 0.643982  -0.32
C -1.343868 -0.021440 -1.875163  0.63
C 5.131668 -0.770868 0.346849  2.39
C 1.645217 1.629124 0.861510  0.98
C -1.899532 3.124208 3.928267  -0.69
C -3.139463 0.185051 -3.618376  -1.68
C 3.975166 1.335594 1.330538  -0.42
C -0.747417 0.840807 -4.023864  -0.63
C 1.230135 2.135759 -5.712732  -2.22
C -1.717827 0.339953 -3.180030  0.57
C -2.449619 4.008681 5.044269  0.54
C 1.720732 1.501023 -4.411342  2.35
C -2.561862 3.240046 6.358852  -1.41
C 0.071188 -6.208534 -1.429811  -2.23
C 6.396262 -0.233430 1.014941  -2.30
C 2.850880 2.095268 1.470033  0.20
B 0.468156 -0.283558 -0.226825  -2.03
H 2.089658 3.354329 3.011620  0.29
H -1.928710 5.905842 5.974688  0.41
H -7.537136 2.567621 1.925001  0.34
H -1.654144 -3.224620 3.428424  0.33
H -1.460126 -4.348456 -2.772124  0.37
H 0.742749 1.399646 -6.354583  0.37
H 2.164525 -5.287244 -2.928339  0.43
H -5.985356 2.848974 2.751901  0.27
H -8.042439 0.995906 -0.030924  0.38
H 2.922669 -0.212212 -3.830962  0.17
H 0.002285 -3.604903 3.838247  0.34
H 0.275737 -6.830158 -2.301834  0.41
H 1.967589 -0.478953 -5.294405  0.37
H 2.521040 -4.978470 -1.217774  0.37
H 6.655999 0.756962 0.635758  0.41
H -6.053855 -1.142490 1.658019  0.33
H -3.210079 2.369739 6.253121  0.35
H -3.813171 0.614879 -2.876758  0.30
H -6.336693 3.677415 1.230169  0.35
H -1.460462 5.785533 4.274667  0.39
H -2.969779 3.883883 7.140247  0.42
H 6.166056 -1.430971 -1.440598  0.45
H 4.903814 1.666722 1.773750  0.53
H 2.180917 -3.622742 -2.306792  0.30
H 6.287574 -0.178327 2.100109  0.46
H 7.226620 -0.904638 0.794094  0.42
H -0.148918 -4.905836 -3.829198  0.43
H -1.641800 3.728602 3.060213  0.30
H -6.918984 0.121886 -1.094851  0.33
H -0.142503 -3.246961 -3.195864  0.23
H 3.417946 0.539978 -5.361700  0.43
H -7.334762 -0.053694 2.234156  0.38
H 4.426290 -1.150542 -1.664477  0.20
H 2.913961 2.075106 -2.698426  0.14
H 3.938025 -2.572871 0.374899  0.20
H 2.032984 3.420172 -3.435473  0.37
H -3.395162 -0.873257 -3.696579  0.31
H -0.541753 4.910759 5.511915  0.31
H 0.674773 -6.586655 -0.602294  0.41
H -1.010874 1.130441 -5.030635  0.44
H -0.472256 -5.324950 0.888979  0.54
H 2.588212 4.207323 1.569733  0.35
H 2.082231 2.540291 -6.260397  0.44
H -1.006758 2.596027 4.268992  0.31
H -1.573128 2.898638 6.675700  0.31
H 3.825938 3.561618 2.678408  0.40
H -3.302142 0.661508 -4.584403  0.41
H -3.448817 4.344829 4.749953  0.26
H 5.684109 -2.858303 0.515534  0.44
H 5.536960 0.223080 -1.557078  0.37
H -1.032602 -4.869552 3.134287  0.38
H 3.469328 2.762391 -4.237693  0.45
H 0.531980 2.953018 -5.521249  0.46
H -5.732624 -0.041664 3.007555  0.31
H -7.051722 1.879952 -1.209451  0.37
H 4.766544 -2.250424 1.905917  0.39
H -0.985008 -6.322076 -1.176709  0.45

Cartesian forces, eV/Å:
0.098 -0.392 -0.153
-0.186 0.082 -0.130
-0.231 0.323 0.773
-0.077 0.014 0.087
-0.293 0.117 0.083
0.239 -0.108 -0.462
0.369 0.137 0.031
-0.077 -0.199 0.134
0.060 0.030 -0.267
-0.070 -0.556 0.323
0.352 0.226 0.231
0.085 -0.263 -0.035
-0.019 0.063 0.011
-0.014 -0.438 -0.260
-0.069 0.320 0.220
0.036 -0.031 0.090
0.050 0.011 0.002
0.092 -0.021 -0.135
-0.063 -0.031 0.016
0.053 0.442 0.078
-0.133 0.014 0.048
-0.012 0.032 -0.051
-0.079 -0.046 0.011
0.006 0.039 0.006
-0.047 0.116 -0.002
-0.114 -0.081 0.008
-0.031 -0.038 -0.019
-0.039 0.003 0.101
0.030 0.029 0.096
-0.196 0.033 0.014
-0.013 0.029 0.058
-0.132 0.166 -0.389
0.033 -0.136 -0.105
-0.304 -0.080 -0.147
-0.204 -0.189 -0.136
0.015 -0.025 -0.013
-0.280 0.069 0.042
0.014 0.040 0.009
-0.008 -0.020 0.066
0.115 -0.075 0.234
0.153 -0.011 0.067
0.116 -0.021 -0.027
-0.083 0.108 -0.108
-0.002 0.106 0.039
-0.094 -0.020 -0.022
0.384 -0.049 0.021
-0.113 0.237 -0.346
-0.018 -0.007 -0.019
0.020 -0.014 0.018
0.009 -0.014 -0.007
0.003 0.008 0.007
-0.002 0.001 -0.009
-0.018 0.044 -0.024
0.010 -0.007 0.011
0.045 0.014 0.007
-0.009 -0.004 -0.016
0.030 0.011 0.016
-0.017 0.011 0.026
0.000 0.000 -0.006
0.010 0.007 -0.008
0.033 -0.001 -0.027
0.038 -0.001 0.028
0.028 0.020 -0.037
0.022 -0.014 0.022
-0.012 0.020 -0.005
0.035 -0.029 -0.034
0.034 0.014 0.005
0.007 -0.045 0.045
0.005 0.020 -0.018
0.002 0.023 -0.023
0.040 -0.014 -0.012
0.025 -0.005 0.002
0.025 0.016 0.008
-0.019 0.002 -0.007
0.078 0.030 0.040
0.037 -0.011 0.021
-0.032 -0.006 -0.040
-0.007 -0.025 -0.013
-0.001 0.000 0.016
0.016 -0.017 -0.046
0.026 0.042 0.010
0.014 -0.062 0.018
0.006 -0.006 0.026
-0.042 0.007 -0.018
0.028 0.049 -0.010
-0.022 -0.054 -0.003
0.029 -0.039 0.000
0.063 -0.035 -0.009
0.008 0.029 0.028
0.002 -0.007 -0.016
0.094 0.097 -0.015
-0.006 -0.024 0.032
0.001 0.010 -0.021
0.015 -0.011 0.005
0.012 0.027 -0.036
0.009 0.007 0.019
-0.002 -0.005 -0.001
0.009 0.008 0.005
-0.014 0.002 -0.017
0.010 0.008 -0.019
0.007 -0.005 -0.001
0.028 0.014 0.016
-0.008 -0.007 -0.006
0.001 -0.026 0.001

---

ORCA calculation (the ωB97M-V functional and the def2-TZVPD basis) on a structure of composition C7H11Cl13.

Output
LUMO energy: 0.26 eV
Net charge: 0
E_HOMO: -9.3926 eV

Last column: Mulliken charge in e.
Atoms and positions in Å:
Cl -2.957943 17.084785 18.508838  -0.14
Cl -2.268079 19.441219 13.500286  -0.12
Cl -2.286396 18.881421 16.290954  -0.09
Cl -1.897997 21.046985 15.869787  -0.13
Cl -6.788567 17.578926 18.330993  0.05
Cl -6.418794 18.335764 22.251935  -0.13
Cl -6.377912 21.043670 23.086361  -0.20
Cl -4.391082 18.746108 20.371309  -0.30
Cl -1.918357 15.984861 15.982146  -0.16
Cl -4.288608 21.438915 14.099129  -0.20
Cl -6.769319 20.323312 20.069688  -0.10
Cl -6.739848 16.019827 21.262088  -0.21
Cl -5.053253 20.206010 16.273671  -0.28
C -4.983727 18.807269 18.653451  -0.11
C -3.140013 20.242473 14.792705  0.53
C -7.706572 16.120902 18.775933  -0.61
C -8.171392 16.215034 20.173750  -0.38
C -4.557989 20.118868 17.959672  -0.40
C -2.868779 17.235141 16.732755  0.23
C -5.985720 19.979420 21.636451  0.23
H -4.995168 20.947647 18.516551  0.61
H -3.486861 20.245452 18.117022  0.35
H -4.742063 17.851468 18.188560  0.04
H -8.923303 15.479692 20.460095  0.38
H -3.875711 17.182422 16.318746  0.19
H -4.911489 19.929632 21.458552  0.30
H -3.713364 19.524748 15.379410  -0.05
H -7.124689 15.217246 18.594517  0.34
H -8.572270 16.043988 18.118088  0.29
H -6.070261 18.830454 18.737108  -0.23
H -8.615297 17.166169 20.467672  0.28

Cartesian forces, eV/Å:
2.347 -1.656 -0.880
0.027 0.094 -0.930
2.716 -7.938 5.576
-0.455 3.765 -1.569
-5.204 -6.429 -0.760
-0.274 2.755 0.355
-0.024 0.287 -1.309
3.088 -3.003 -4.585
0.222 -0.302 -0.075
0.971 0.475 -1.298
-1.241 1.374 2.249
-0.676 -2.768 -0.841
-3.845 0.024 4.016
1.892 3.137 -0.595
0.502 2.550 -4.104
-1.471 -0.512 -1.515
0.106 0.103 1.624
0.759 -0.630 2.138
-0.109 0.295 -0.022
-1.800 0.716 3.447
-0.212 -0.052 -0.409
0.081 0.037 -0.756
0.225 1.513 0.153
0.320 -0.339 -0.234
-0.042 -0.220 0.268
-1.388 2.012 1.384
0.587 1.109 -1.981
0.287 0.265 0.124
-0.161 0.035 -0.023
2.564 3.039 0.942
0.207 0.265 -0.391

---

ORCA calculation (the ωB97M-V functional and the def2-TZVPD basis) on an isolated molecule of C2H5NO.

Output
LUMO energy: 0.89 eV
Net charge: 0
SMILES string: CC(N)=O
E_HOMO: -9.8551 eV

Last column: Mulliken charge in e.
Atoms and positions in Å:
O -1.461427 -0.521390 0.958402  -0.60
N -0.717299 1.001956 -0.540257  -0.38
C -0.558054 -0.090951 0.266587  0.63
C 0.824714 -0.713976 0.230218  -0.92
H 1.258092 -0.698715 -0.774627  0.31
H 1.492596 -0.164014 0.902594  0.26
H -1.581518 1.515291 -0.462937  0.23
H 0.749188 -1.742271 0.585688  0.28
H 0.059256 1.440659 -1.007020  0.19

Cartesian forces, eV/Å:
0.254 0.124 -0.215
-0.078 0.058 0.051
0.003 0.003 0.045
-0.004 -0.095 0.045
-0.079 0.010 0.144
-0.120 -0.052 -0.092
0.093 -0.058 -0.008
0.027 0.143 -0.058
-0.095 -0.133 0.087

---

ORCA calculation (the ωB97M-V functional and the def2-TZVPD basis) on a structure of composition C10H21N2.

Output
LUMO energy (spin up / spin down): -2.85 / -5.80 eV
Multiplicity: 3
Net charge: +1
E_HOMO (spin up / spin down): -9.1573 / -14.9588 eV

Last column: Mulliken charge in e.
Atoms and positions in Å:
N -1.036834 -0.828565 0.010126  -0.26
N 0.128574 -0.508250 0.518533  0.45
C -3.255430 1.297866 -2.646103  -1.00
C -2.022394 -1.578030 0.800781  -1.15
C 3.128178 -1.697223 1.004106  -1.91
C 0.855418 -0.956064 1.457465  -0.63
C 2.290167 -0.471134 1.436577  0.16
C -2.531512 0.894495 -1.238889  -0.46
C -1.531359 -0.334593 -1.257774  -1.00
C 2.244632 0.757659 0.447307  0.11
C 1.849573 1.985532 1.229689  -1.81
C 1.239432 0.564493 -0.627495  -0.91
H -2.435980 -0.850021 1.427457  0.47
H -1.602802 -2.512949 1.343045  0.38
H 2.694353 2.315802 1.830448  0.41
H 0.450636 -1.774992 2.006897  0.45
H -2.729831 -2.056588 0.203700  0.35
H -3.189277 0.716217 -0.334478  0.36
H -3.898580 0.448729 -2.861548  0.30
H 0.673549 1.424059 -0.744832  0.30
H -2.137159 -1.013842 -1.772398  0.49
H 2.904704 -1.998969 0.077006  0.49
H 0.887978 1.846468 1.623450  0.37
H -1.879994 1.680978 -0.825919  0.30
H 3.090389 -2.368979 1.810066  0.49
H 3.149992 0.786247 0.020962  0.76
H 2.566052 -0.227174 2.373285  0.70
H 1.726936 2.778972 0.617722  0.59
H 4.088963 -1.424377 1.062159  0.51
H -2.464977 1.259895 -3.386483  0.31
H -0.789213 -0.066627 -1.850811  0.57
H -3.697387 2.165777 -2.321641  0.39
H 1.233206 -0.254809 -1.432412  0.43

Cartesian forces, eV/Å:
-1.767 -2.261 0.007
-2.554 7.563 -8.511
2.733 -4.099 2.731
2.540 -1.947 0.968
-1.643 2.328 2.919
3.374 -2.965 5.798
-2.519 -1.685 -3.861
0.708 0.123 1.847
-3.128 1.010 1.650
-2.295 -1.348 1.904
2.168 -1.269 0.313
-1.241 -5.434 1.441
-0.980 0.596 1.458
-0.112 2.048 -0.455
-0.534 -0.320 0.954
0.514 -0.796 0.459
-1.294 -0.079 -1.451
-0.099 0.145 -1.448
-0.598 0.418 -0.139
-1.292 1.343 -0.965
-0.421 -2.109 -0.304
-0.988 -1.691 -3.242
-1.017 -0.312 1.604
-0.396 0.483 -0.608
-0.699 -1.628 0.565
3.692 0.615 -1.516
1.182 1.360 3.104
-0.348 2.675 -2.483
3.963 1.247 -0.337
-0.124 0.931 -0.300
3.595 0.986 -2.525
-1.292 2.211 -0.514
0.872 1.860 0.935

---

ORCA calculation (the ωB97M-V functional and the def2-TZVPD basis) on a cluster of 2 separate species, CH2O2S3 in total.

Output
LUMO energy: -2.10 eV
Net charge: 0
SMILES string: O=S(=O)=C=S.S
E_HOMO: -9.3491 eV

Last column: Mulliken charge in e.
Atoms and positions in Å:
S -0.152278 -1.740853 -1.668471  0.03
S -2.362252 0.390229 0.514956  -0.39
S 2.128855 0.033387 -0.039848  0.66
O 0.909800 0.382834 0.729413  -0.46
O 2.253772 0.836473 -1.181107  -0.37
C 1.045263 -1.785380 -0.707963  0.12
H -0.982932 0.775146 0.640300  0.25
H -2.840227 1.108165 1.712720  0.16

Cartesian forces, eV/Å:
0.906 -0.314 0.855
0.736 1.663 2.070
-1.700 0.850 3.755
1.977 -0.776 -0.436
0.729 0.989 -2.519
-1.687 -0.732 -1.622
-1.990 -0.448 0.013
1.030 -1.233 -2.115

---

ORCA calculation (the ωB97M-V functional and the def2-TZVPD basis) on a cluster of 2 separate species, C3H11N2O in total.

Output
LUMO energy: -3.82 eV
Net charge: +1
E_HOMO: -13.5677 eV

Last column: Mulliken charge in e.
Atoms and positions in Å:
O 1.633022 -0.505780 -0.744278  -0.57
N -1.853867 -1.548894 -0.108962  -0.30
N 1.084834 0.650652 1.139327  -0.40
C 1.130217 0.478074 -0.246750  0.32
C -1.667635 -0.519747 0.977305  -0.52
C 0.437737 1.528117 -1.090107  -0.83
H -1.156293 0.290846 0.492844  0.08
H -1.153699 -1.504444 -0.853179  0.33
H 1.226234 1.983346 -1.700101  0.31
H -2.128856 -2.462131 0.184609  0.33
H 0.948422 1.625379 1.378014  0.25
H -2.613534 -0.193808 1.418724  0.38
H -2.695554 -1.205122 -0.591873  0.38
H -1.234896 -1.036822 1.831331  0.32
H -0.163130 1.044387 -1.863721  0.26
H 1.962744 0.340540 1.547194  0.27
H -0.024551 2.245819 -0.423292  0.40

Cartesian forces, eV/Å:
-0.186 -0.089 0.101
-2.008 2.063 -1.080
0.984 0.830 -0.535
-0.021 -0.462 -0.218
-0.474 -0.931 0.950
0.942 -0.456 0.033
0.282 0.142 0.595
0.600 -0.551 0.523
-0.050 0.293 0.349
0.463 -1.090 0.380
-0.100 -0.001 0.224
-0.289 -0.071 -0.827
0.070 -0.290 -0.198
1.034 0.494 -0.353
-0.477 0.163 0.400
-0.272 -0.381 0.196
-0.498 0.339 -0.542

---

The energy above the lowest of the compared OMol25 structures with the same formula, charge and spin results, record by record, are as follows: 0.105; 12.768; 0.002; 3.382; 2.832; 1.472 eV.